DFT (ωB97M-V/def2-TZVPD) results for a cluster of 12 separate species, C52H99Cl22O2P in total.

```
176
Properties=species:S:1:pos:R:3:forces:R:3
Cl -3.45210 6.90854 1.87638 0.160 -0.128 0.127
C 1.95546 -5.71806 -2.92133 -0.104 -0.211 -0.069
Cl 7.33187 -11.01730 0.30286 0.677 -0.003 0.111
H 2.72269 -6.29133 -3.44485 -0.027 0.095 0.165
H 3.41820 5.40169 -7.23233 -0.073 -0.133 -0.115
H 6.29469 -6.00097 6.94658 0.159 0.109 -0.012
Cl -5.27191 10.16756 -2.73211 -0.035 0.020 0.007
C -4.68819 2.99116 1.40483 -1.195 0.543 0.633
Cl 8.12754 -5.05296 4.90975 0.077 -0.197 0.039
Cl 5.33880 3.20363 0.76602 -0.031 -0.031 -0.017
C -0.40868 9.87904 6.41415 0.012 -0.011 0.183
O -7.04695 0.08935 0.28872 0.734 0.153 -1.678
H -9.75018 -1.80745 -3.12098 -0.119 1.710 -0.350
H 6.66138 -2.32664 0.99695 -1.549 -0.844 0.518
H 5.75389 -0.62753 -0.49143 -0.664 -0.776 -1.185
H 3.49674 6.17165 -8.82241 -0.040 -0.126 -0.033
H 0.96877 -5.67399 -0.98975 0.178 0.008 -0.069
C 3.17278 5.27609 -8.28854 0.342 0.071 0.006
H -4.93156 3.75147 2.24410 0.481 -1.410 -1.415
H 5.56005 -0.56245 -2.32900 -0.422 -0.778 1.394
H -5.05068 0.75348 -0.28817 -1.782 0.296 0.154
H -1.42264 8.56391 7.77568 0.000 0.093 -0.094
H -6.82296 2.21930 1.93470 1.312 -0.246 -0.975
C -4.44307 6.75201 4.42274 -0.030 -0.003 -0.151
Cl 1.39839 5.19907 -8.43852 -0.078 -0.008 0.026
H -6.09886 -1.77204 1.69993 -0.192 -1.745 -1.139
H -4.66492 8.46157 3.14367 0.078 -0.125 0.039
H 4.37616 -8.99227 -0.06700 -0.101 -0.082 -0.125
C -6.09554 1.14073 0.02324 1.118 1.444 1.964
C -1.32056 8.70227 6.69766 0.257 -0.030 0.157
H 7.63109 -11.83009 3.89879 -0.017 -0.029 -0.141
H 0.53984 9.74660 6.93836 -0.107 -0.078 -0.047
H -4.34064 4.91918 0.33952 -0.455 -1.696 -0.490
C 7.49373 -1.97721 4.49869 0.221 0.165 -0.008
C 1.51406 4.70171 -4.67893 -0.301 -0.039 -0.100
Cl 3.52971 -9.13332 -2.26451 -0.012 -0.449 -0.278
Cl 2.50248 -4.02416 -2.82360 -0.096 -0.130 0.006
O -8.64593 0.05894 -3.09739 -1.034 -0.438 0.789
H -6.93017 -1.99389 -4.31157 0.362 -0.751 1.556
H -7.81542 -2.88404 -2.97517 1.691 0.492 -0.450
Cl -0.02395 10.02843 4.68144 -0.045 0.006 -0.008
H -5.44605 1.03020 2.14136 -0.764 1.297 -0.954
H -9.57349 0.03772 -1.22177 1.570 0.588 -0.446
C 7.74313 -0.53597 4.10179 0.126 -0.067 0.091
Cl 6.71232 -0.02625 2.74167 -0.019 0.218 0.094
H 4.36868 -11.77029 -1.39744 -0.082 0.128 0.079
H 6.69280 -2.84505 -1.90089 -1.497 0.623 0.429
C -6.13077 -2.78508 1.15350 0.176 -2.021 -0.615
H 2.39320 3.15990 -2.10423 -1.033 -0.912 0.876
H -8.41766 1.43540 -1.47574 0.223 -1.664 -0.458
H 0.68606 3.11783 0.41732 -0.359 0.577 -1.446
C -3.44182 3.33056 -0.93248 -0.673 0.523 -0.249
Cl 3.12843 -6.53081 -0.58331 -0.086 0.465 0.326
H -9.97933 -0.68823 -4.57010 0.409 0.141 1.745
H 7.56709 0.14680 4.93483 -0.079 -0.133 -0.092
H 3.06381 -1.49703 -2.04657 0.887 0.795 1.467
C -1.99265 3.27620 -0.25106 0.098 -0.396 0.301
H 5.03233 -11.43821 0.20875 -0.471 0.197 -0.323
H 5.99763 -11.74370 2.08945 0.093 0.050 0.064
H -6.08681 -3.41510 -3.39741 -0.889 1.378 0.244
H 4.40050 1.24365 -1.54947 -1.694 -0.683 0.091
H -3.38685 4.07717 -1.80506 -0.086 -1.091 1.106
H 7.39608 -6.72374 8.12616 0.080 0.063 -0.087
Cl 3.28617 4.64611 -4.50157 0.042 0.026 0.066
H -3.05563 0.12217 -3.83010 -0.811 0.010 1.400
C 1.65557 -6.30490 -1.55654 -0.213 -0.066 -0.138
C 4.44492 3.39593 3.34908 0.089 0.171 0.044
H -3.44460 -6.66129 0.26210 -0.751 0.517 1.507
C 4.49534 4.13674 2.02748 -0.061 0.139 0.145
C -5.02356 -5.18903 0.89035 -2.362 2.330 -0.598
C -9.84022 -0.69577 -3.42770 -0.337 -0.668 -0.729
H -3.77716 2.32988 -1.37013 0.793 1.242 0.505
H 4.93052 -3.07199 -2.43223 1.224 0.637 1.272
H 0.96207 2.06363 -2.43646 0.837 0.665 1.424
H -3.71157 2.49156 1.71816 -1.120 0.828 -0.810
C -3.74259 9.29753 -0.63156 0.248 -0.037 -0.155
C -6.12831 -5.46756 -0.16502 -0.223 2.264 0.884
C 4.55314 -9.66510 -0.90820 0.176 -0.061 0.141
C 7.04982 -11.88675 1.83282 -0.046 -0.123 0.225
C -3.91937 -6.28293 1.24129 -0.258 0.597 -0.579
H 8.30235 -7.16721 5.90469 -0.072 0.091 0.056
C 5.22771 -1.12187 -1.37872 -0.542 -0.444 -0.689
H -2.77091 9.34101 -0.13560 -0.099 0.049 -0.043
H 1.44601 0.59373 -0.47276 1.129 1.063 -0.059
H 4.87815 -1.96414 1.23825 1.034 -1.413 0.018
H -5.64236 3.91754 -0.46623 1.569 -0.343 0.616
H -2.95001 10.19506 -2.41356 -0.073 -0.081 0.089
H 2.67373 1.84226 0.25389 -0.514 -0.969 -1.303
H 7.84184 -10.28582 3.06349 0.038 -0.129 -0.122
Cl 7.47656 -4.38246 8.19322 0.003 0.017 -0.041
Cl 3.53820 2.58570 -7.91774 -0.057 0.004 -0.013
H 1.19826 -7.29015 -1.66983 0.114 0.057 -0.070
H 9.36348 -5.99040 6.68844 -0.161 0.080 -0.031
H -5.66984 7.08833 2.66554 0.165 -0.049 0.011
H 4.93221 4.20068 -8.88646 -0.113 0.052 0.076
H 1.05066 -5.72275 -3.53230 0.031 0.001 0.130
C 0.65669 3.51897 -0.65374 0.328 -0.324 -1.270
H 5.04366 5.07308 2.14861 -0.006 -0.116 0.044
H -0.94871 2.99646 -2.19734 0.287 0.965 1.208
H 5.97857 -4.53195 -0.37437 -0.832 1.321 0.222
H -1.95157 3.96501 0.67394 -0.130 -0.870 -1.443
C 3.38943 0.68934 -1.61529 -0.133 -0.630 0.295
H -10.79634 -0.26691 -2.96304 1.419 -0.431 -0.501
H 7.21442 -12.95056 1.65286 0.083 0.171 -0.010
H 5.43665 3.06482 3.66258 -0.114 -0.046 -0.152
C 5.60278 -2.66825 -1.58416 -0.392 -0.333 0.429
C 7.30223 -5.94858 7.36310 -0.032 -0.179 -0.052
H -5.14044 7.16459 5.15426 0.032 -0.022 -0.113
H -4.36126 -7.18825 1.80030 0.708 1.523 -0.772
Cl 9.64481 -11.76521 2.70278 -0.014 0.031 -0.026
H -5.45062 -0.15839 -4.17328 -0.048 0.578 1.791
C 8.35815 -6.14891 6.29475 0.021 -0.212 0.142
H 8.23251 -2.29100 5.23810 -0.087 0.108 -0.043
C 3.62598 -0.87483 -1.25349 0.887 0.843 -0.494
H 3.52273 3.86615 -9.90007 -0.053 0.016 0.167
C 7.92701 -11.36840 2.95470 -0.166 0.031 0.082
P -6.05834 -1.28829 -1.98725 1.109 -0.316 -0.255
C -7.46297 -0.60910 -0.90447 -2.771 -0.097 -0.849
H 1.15272 4.54552 -0.67900 -0.685 -1.335 0.293
H 8.77843 -0.41546 3.77619 -0.088 -0.103 0.011
C -3.79996 10.32787 -1.74143 0.186 0.020 0.113
C 5.62385 -2.82697 1.10893 0.719 0.270 -0.956
H 1.28935 4.39502 -5.70255 0.030 0.110 0.066
H -0.92695 7.77745 6.27181 -0.065 0.164 -0.049
C 2.25451 1.36947 -0.70289 0.105 0.644 -1.572
H -4.26377 -3.51051 2.37250 -1.399 -0.572 -1.394
H -8.95707 -2.36908 -1.18338 0.918 0.745 1.039
C -7.21167 -3.02973 0.07707 1.734 -3.021 0.914
H -3.22614 0.35462 -1.94873 -0.474 -0.550 -1.357
H -3.76646 11.34501 -1.34708 -0.097 -0.156 -0.007
H 1.08280 3.96363 -3.99997 0.123 0.147 0.029
H -0.97542 4.75201 -1.59372 0.107 -1.441 0.287
H 4.04334 4.05047 4.12540 -0.011 -0.010 -0.135
Cl -4.69056 4.98560 4.41302 0.000 0.031 0.147
C -3.63918 -0.14553 -2.88550 -0.631 -1.003 0.080
C 3.85033 4.05425 -8.87620 0.061 0.139 -0.094
H 7.56509 -2.64800 3.64070 -0.104 0.184 0.039
H 3.07999 0.72398 -2.72549 0.359 0.119 1.665
Cl 2.68868 -11.33656 0.20468 -0.115 0.002 -0.009
C 0.95668 6.08747 -4.42407 -0.052 -0.103 -0.269
C -0.82250 3.66607 -1.27511 -0.412 -0.043 0.695
H -1.78589 2.21411 0.16192 -0.310 1.606 -0.694
Cl 1.09623 6.56336 -2.71268 0.068 0.107 0.018
H -3.43121 6.94863 4.77035 -0.213 -0.230 -0.220
C -4.69478 7.37341 3.06461 -0.177 0.087 0.265
C -6.77395 -2.50813 -3.29220 -1.161 0.166 -0.493
H -7.99277 -4.68070 -1.39100 1.224 0.149 1.206
Cl -4.97385 9.59005 0.62181 -0.162 0.228 -0.168
C -8.29886 -1.91320 -0.37465 1.880 -0.410 0.695
C 1.57813 2.54018 -1.58090 -0.028 0.100 0.504
C -5.84210 1.87529 1.45516 0.577 -1.369 -0.108
H -6.14680 -6.50197 -0.66531 0.088 1.759 0.849
C -7.21718 -4.44913 -0.59474 2.981 1.411 3.131
H -3.50114 -1.28391 -2.73258 -0.037 1.788 -0.218
C 5.34016 -3.58402 -0.28186 -0.642 -0.097 0.448
C -5.25021 0.07050 -3.05737 0.857 -0.067 -0.969
H -0.10595 6.11072 -4.67341 0.092 -0.096 0.038
H 5.58891 -9.54410 -1.22817 -0.150 -0.075 -0.015
H -3.88373 8.28546 -1.01461 -0.082 0.148 0.053
H 4.24818 -3.94682 -0.23735 1.612 0.597 -0.310
C -4.61454 3.83675 0.04164 1.036 0.595 0.643
C -5.04417 -3.80911 1.58403 -2.713 -0.850 -3.030
H -0.85213 10.81962 6.74501 -0.023 -0.144 -0.107
H 1.46406 6.84215 -5.02776 0.013 -0.118 0.129
H 5.61311 -3.52870 2.02399 -0.063 1.120 -1.479
H -5.58372 1.12943 -2.80216 0.423 -1.401 -0.436
C 4.29675 -11.11028 -0.53101 0.112 -0.052 0.014
H 3.22814 -1.10361 -0.20049 0.614 0.200 -1.584
Cl -2.96201 8.95341 6.05163 0.145 0.411 0.220
H -8.95675 -1.57519 0.50863 1.074 -0.497 -1.328
H -6.45439 1.95278 -0.69174 0.252 -1.414 0.568
H 3.49436 4.37328 1.66140 0.100 -0.138 0.037
Cl 3.38306 1.96871 3.27777 0.012 -0.025 -0.025
H -3.08775 -5.76993 1.84566 -1.316 -0.945 -0.753
C -8.54090 0.31066 -1.67418 -1.311 -0.071 0.841
Cl 5.89166 -2.20150 5.24330 -0.038 0.031 -0.056
```
Positions in Å, forces in eV/Å.

Calculated values
LUMO level in eV: 0.18
E in Eh: -12656.4705
Gap between HOMO and LUMO in eV: 7.4000
HOMO level in eV: -7.2